1.
A molecular structure, C5H8O2 at a distorted geometry, computed with wB97M-V/def2-TZVPD.

```
! wB97M-V def2-TZVPD RIJCOSX def2/J DEFGRID3
* xyz 0 1
C 1.9045 -0.2106 0.8168
C 0.6248 0.1293 0.1222
C -0.1676 -0.7192 -0.8197
C -0.8146 -0.1612 0.4405
O -1.3234 -0.9625 1.4360
C -1.0298 1.3164 0.1948
O 0.3298 1.5244 -0.1204
H 2.7694 -0.0437 0.1645
H 1.8978 -1.2641 1.1182
H 2.0145 0.4088 1.7118
H -0.4580 -0.3267 -1.7940
H 0.0478 -1.7832 -0.7655
H -2.1025 -1.4135 1.0846
H -1.8430 1.3875 -0.9671
H -1.8340 2.0297 0.0134
*
```

Orbital gap, Eh: 0.3349
E_HOMO, eV: -8.476
Energy relative to the best compared isomer or geometry (same formula, charge and spin), kcal per mole: 126.5
F_max, eV/Å: 3.61



2.
A molecular structure, C39H76BBr2ClNO10 at a distorted geometry, computed with wB97M-V/def2-TZVPD.

```
! wB97M-V def2-TZVPD RIJCOSX def2/J DEFGRID3
* xyz 1 1
C -5.7310 0.2243 1.8344
C -5.1297 0.5643 0.4029
C -4.8783 2.1183 0.1987
C -4.5043 2.5057 -1.3002
C -2.9749 2.0859 -1.5877
C -2.9963 0.7510 -2.4096
C -1.6205 0.0719 -2.7901
C -0.3095 0.9094 -2.6552
O -0.3373 2.2753 -3.1784
C -1.0799 2.3815 -4.3980
C -0.5575 3.6296 -5.2461
O 0.2921 3.1079 -6.2938
C -0.4970 2.6799 -7.4252
C -0.1529 1.1661 -7.8088
C 0.2139 1.2780 -1.1603
C 0.1795 0.2067 -0.0343
Br 1.9167 -0.7673 0.1808
C -0.2045 0.6936 1.4548
C -0.8727 2.1023 1.6068
Br 1.3893 0.5725 2.6775
C 1.6257 1.8746 -1.6564
B 2.2672 2.9906 -0.6838
O 2.7022 2.7685 0.6388
O 2.4222 4.3187 -1.2070
C 1.3634 5.1854 -0.7520
N 2.0344 1.4171 -2.8081
C 3.2086 1.8359 -3.5818
Cl 2.8793 3.5386 -4.2188
C 4.6126 1.8236 -2.8915
C 4.8260 0.8720 -1.6511
C 1.0409 0.4005 -3.3393
C 1.4560 -1.1119 -3.4780
C 3.0202 -1.4035 -3.2250
C 0.6880 -2.2201 -2.6598
C -0.3999 -2.9215 -3.5957
C 0.0628 -4.3047 -4.2066
H -5.0760 -0.5211 2.3774
H -5.7679 1.1516 2.4707
H -6.7446 -0.2469 1.7129
H -4.1563 0.0144 0.2486
H -5.8343 0.2326 -0.4133
H -3.9987 2.4436 0.8298
H -5.7956 2.7036 0.4776
H -4.6376 3.6192 -1.4147
H -5.1635 1.9872 -2.0541
H -2.5387 2.9680 -2.1471
H -2.4414 2.0122 -0.6054
H -3.6507 0.0199 -1.8478
H -3.5542 0.9569 -3.3734
H -1.6926 -0.2445 -3.8756
H -1.5990 -0.9067 -2.2242
H -0.8994 1.4642 -5.0263
H -2.1753 2.5556 -4.2105
H -1.4329 4.2061 -5.6538
H 0.0607 4.3285 -4.6238
H -1.5927 2.7014 -7.1812
H -0.2600 3.2973 -8.3384
H -0.8802 0.8485 -8.6066
H 0.8708 1.0994 -8.2740
H -0.2355 0.5021 -6.9035
H -0.3417 2.2572 -1.0164
H -0.6097 -0.5518 -0.3194
H -0.9230 -0.0708 1.8751
H -1.9847 1.9777 1.4685
H -0.7484 2.4151 2.6879
H -0.4316 2.9304 0.9956
H 2.1170 3.2368 1.2607
H 1.7430 5.7691 0.1420
H 0.3907 4.6667 -0.5305
H 1.1324 5.9687 -1.5336
H 3.2323 1.1991 -4.5115
H 4.8887 2.8715 -2.5853
H 5.3781 1.5346 -3.6724
H 3.9141 0.6434 -1.0439
H 5.5404 1.4011 -0.9492
H 5.3614 -0.0831 -1.9293
H 1.0292 0.7339 -4.4291
H 1.3299 -1.3985 -4.5678
H 3.1643 -2.4875 -3.5173
H 3.6588 -0.8099 -3.9305
H 3.3039 -1.3164 -2.1484
H 0.1754 -1.9059 -1.7222
H 1.4084 -3.0436 -2.3697
H -0.7079 -2.2500 -4.4458
H -1.3404 -3.0903 -2.9843
H -0.8739 -4.8649 -4.4949
H 0.6175 -4.9090 -3.4406
H 0.6449 -4.1831 -5.1680
O 1.7096 0.7630 5.0618
C 1.6764 1.4144 6.0822
O 2.4392 2.5073 6.1980
C 2.3403 3.4493 7.2769
C 3.1554 3.0005 8.4718
C 0.8514 0.9654 7.2574
H 1.2959 3.6441 7.5299
H 2.7458 4.3879 6.8963
H 2.7930 2.0535 8.8746
H 3.1186 3.7491 9.2649
H 4.1968 2.8441 8.1842
H 1.4140 0.2230 7.8241
H -0.0660 0.5111 6.8815
H 0.5456 1.7744 7.9169
O 0.7770 -6.8339 -1.0986
C 0.7686 -6.2189 -0.0606
O 1.5510 -5.1374 0.0822
C 1.4711 -4.2350 1.1951
C 2.2887 -4.7312 2.3686
C -0.0427 -6.6874 1.1148
H 0.4305 -4.0390 1.4635
H 1.8816 -3.2898 0.8408
H 1.9185 -5.6866 2.7416
H 2.2643 -4.0089 3.1870
H 3.3273 -4.8884 2.0683
H 0.5159 -7.4550 1.6511
H -0.9744 -7.1156 0.7433
H -0.3195 -5.8886 1.8003
O -0.8171 -4.8721 3.5452
C -1.1812 -3.9757 4.2655
O -0.3854 -3.5557 5.2563
C -0.6304 -2.3855 6.0462
C -1.5653 -2.6881 7.1992
C -2.5548 -3.3784 4.1197
H -0.9847 -1.5615 5.4224
H 0.3400 -2.0791 6.4394
H -2.5452 -3.0158 6.8488
H -1.7012 -1.8047 7.8263
H -1.1625 -3.4960 7.8130
H -3.2741 -4.0078 4.6440
H -2.8083 -3.3509 3.0593
H -2.6318 -2.3551 4.4813
*
```

Orbital gap, Eh: 0.2663
E_HOMO, eV: -10.811
F_max, eV/Å: 3.11



3.
2 unconnected molecules or ions with the total composition C5H13N at a distorted geometry, computed with wB97M-V/def2-TZVPD.

```
! wB97M-V def2-TZVPD RIJCOSX def2/J DEFGRID3
* xyz -1 2
C -1.6339 1.1267 0.0921
C -2.0146 0.4305 -1.2334
C -1.1416 -0.8156 -1.3899
H -1.6830 0.3947 0.8997
H -2.2423 1.9977 0.3461
H -0.5917 1.4503 0.0593
H -1.9479 1.0900 -2.0929
H -3.0622 0.1549 -1.0984
H -1.2798 -1.2393 -2.3910
H -0.0804 -0.5860 -1.2914
H -1.4506 -1.5315 -0.6292
C 2.1487 -1.1638 1.6655
C 2.2309 0.7013 0.3012
N 2.6858 -0.5402 0.4564
H 2.3621 -2.2319 1.5772
H 1.0567 -1.0211 1.7062
H 2.5841 -0.7269 2.5835
H 2.6409 1.3714 -0.4547
H 1.4189 1.1387 0.8937
*
```

Orbital gap (spin up / spin down), Eh: 0.1139 / 0.2652
E_HOMO (spin up / spin down), eV: 0.806 / -3.421
Energy relative to the best compared isomer or geometry (same formula, charge and spin), kcal per mole: 19.9
F_max, eV/Å: 1.57



4.
2 unconnected molecules or ions with the total composition C9H10O5 at a distorted geometry, computed with wB97M-V/def2-TZVPD.

```
! wB97M-V def2-TZVPD RIJCOSX def2/J DEFGRID3
* xyz 0 1
C 37.3920 0.2620 7.0160
C 36.4480 -0.5540 6.1200
C 35.2930 0.1190 5.3980
O 34.5410 -0.5340 4.6880
C 35.2490 1.4330 5.6030
C 36.0010 2.3510 6.6230
C 37.1250 1.7170 7.2380
O 37.8810 2.3160 7.9990
O 35.6690 3.5520 6.9980
O 36.6240 -1.9100 5.9470
H 38.1670 -0.2180 7.5600
H 34.4430 1.6600 5.0690
H 34.6210 3.6290 6.6710
H 35.8180 -2.2890 5.3990
C 41.4190 1.1080 3.6920
C 40.0940 1.4920 3.9710
O 39.1240 1.1630 3.2830
C 39.8860 2.5510 5.1320
H 42.1670 1.8010 3.3830
H 41.5560 0.5090 2.8540
H 41.7630 0.3580 4.4860
H 38.8240 3.0090 5.2770
H 40.5460 3.4880 5.0770
H 40.0350 2.0930 6.1670
*
```

Orbital gap, Eh: 0.2469
E_HOMO, eV: -8.827
Energy relative to the best compared isomer or geometry (same formula, charge and spin), kcal per mole: 135.5
SMILES: O=C1C=C(O)C(=O)C=C1O.CC(C)=O
F_max, eV/Å: 9.72



5.
7 unconnected molecules or ions with the total composition C36H62BFN2O22 at a distorted geometry, computed with wB97M-V/def2-TZVPD.

```
! wB97M-V def2-TZVPD RIJCOSX def2/J DEFGRID3
* xyz 0 1
C -6.2930 -5.3002 5.2452
C -5.5592 -4.6396 3.9810
C -5.7166 -3.0190 4.1232
C -4.6755 -2.3797 3.0876
N -4.6872 -0.8668 3.0507
C -3.6660 -0.5349 2.0302
C -4.2006 -0.7012 0.5042
O -5.2324 -0.1908 0.0563
F -3.4058 -1.5580 -0.3486
C -4.3917 -0.2918 4.3808
C -4.2475 1.3027 4.4564
O -2.8647 1.7637 4.2288
C -2.0356 1.4629 5.3823
O -0.8100 0.8781 4.8893
C 0.3370 1.2279 5.7097
C 1.4062 2.0761 4.8355
C 0.7911 3.4943 4.3642
B -5.3237 2.1726 3.5960
N -5.2803 3.6866 3.7718
O -6.3021 1.6703 2.6693
H -5.9252 -4.7313 6.1822
H -7.4400 -5.2121 5.1651
H -6.0123 -6.4150 5.3597
H -5.9936 -4.9573 2.9653
H -4.4292 -4.8872 4.0133
H -5.3086 -2.7802 5.1811
H -6.8018 -2.6984 3.9859
H -4.9228 -2.8352 2.0554
H -3.6233 -2.7909 3.3582
H -2.7576 -1.2500 2.1217
H -3.2452 0.5229 2.0806
H -3.4138 -0.8043 4.7525
H -5.1788 -0.5687 5.1827
H -4.4531 1.5771 5.5687
H -2.5142 0.7065 6.1039
H -1.8795 2.4285 5.9932
H 0.0735 1.7524 6.6920
H 0.8736 0.2424 5.9822
H 2.3713 2.2582 5.4297
H 1.7022 1.5077 3.8846
H 1.5699 4.1201 3.7877
H 0.4204 4.0660 5.2876
H -0.0598 3.2720 3.6297
H -5.1626 3.8267 4.7979
H -4.3670 4.0080 3.3854
H -7.0823 1.3687 3.1832
C -1.1330 0.3464 -1.7164
C -0.5007 1.2063 -0.6442
C -0.8653 2.6574 -0.7361
O 0.2464 3.2857 -0.1027
C 1.3129 2.4588 -0.2874
O 2.4502 2.7548 -0.0483
O 0.9175 1.2508 -0.7840
H -0.7832 -0.6840 -1.6301
H -2.2220 0.3527 -1.6348
H -0.8530 0.6880 -2.7166
H -0.7270 0.7961 0.3475
H -1.7942 2.8901 -0.2118
H -0.9305 3.0256 -1.7644
C 3.0653 4.8877 -3.8620
C 2.0193 3.8456 -4.1885
C 1.4703 3.9497 -5.5799
O 0.1837 3.3544 -5.4390
C -0.1926 3.5545 -4.1445
O -1.2945 3.3474 -3.7174
O 0.8462 4.0222 -3.3973
H 3.3806 4.7940 -2.8195
H 3.9426 4.7777 -4.5036
H 2.6666 5.8992 -3.9786
H 2.4129 2.8432 -3.9853
H 2.0725 3.4057 -6.3088
H 1.3383 4.9810 -5.9220
C 4.0979 -4.1049 5.3852
C 3.2969 -2.8236 5.4407
C 3.8371 -1.7313 4.5681
O 3.3579 -0.5605 5.2232
C 3.2273 -0.8825 6.5415
O 3.0220 -0.0882 7.4160
O 3.3633 -2.2253 6.7344
H 3.6881 -4.8387 6.0843
H 4.0828 -4.5335 4.3804
H 5.1368 -3.9359 5.6824
H 2.2438 -3.0300 5.2205
H 3.4589 -1.7876 3.5460
H 4.9311 -1.6905 4.5442
C 1.6144 -3.9805 -1.9150
C 1.1192 -3.8008 -0.4966
C 0.8302 -2.3766 -0.1318
O 0.9941 -2.3901 1.2839
C 1.8872 -3.3819 1.5577
O 2.4001 -3.5562 2.6294
O 2.1245 -4.1485 0.4538
H 1.8614 -5.0296 -2.1009
H 0.8577 -3.6670 -2.6380
H 2.5266 -3.4097 -2.0902
H 0.2514 -4.4462 -0.3181
H -0.1823 -2.0745 -0.4022
H 1.5431 -1.6621 -0.5551
C 5.3416 -1.8361 -6.0300
C 5.1665 -1.2064 -4.6659
C 5.9016 -1.9175 -3.5688
O 5.1346 -1.5690 -2.4215
C 3.8638 -1.3467 -2.8597
O 2.9133 -1.2129 -2.1418
O 3.8151 -1.2996 -4.2213
H 4.7370 -1.3078 -6.7718
H 6.3869 -1.8050 -6.3457
H 5.0022 -2.8757 -6.0329
H 5.4336 -0.1445 -4.7061
H 6.9328 -1.5756 -3.4658
H 5.8936 -3.0074 -3.6721
C -0.2529 1.0874 -10.4591
C 0.3768 1.9427 -9.3821
C 0.0241 3.3971 -9.4770
O 1.1341 4.0165 -8.8352
C 2.1966 3.1799 -9.0116
O 3.3330 3.4671 -8.7620
O 1.7964 1.9761 -9.5106
H 0.0884 0.0529 -10.3693
H -1.3427 1.1030 -10.3858
H 0.0392 1.4276 -11.4564
H 0.1393 1.5353 -8.3930
H -0.9068 3.6360 -8.9601
H -0.0313 3.7680 -10.5056
*
```

Orbital gap, Eh: 0.3408
E_HOMO, eV: -9.065
SMILES: CCCCN(CC(=O)F)C[C@@H](OCOCCC)B(N)O.C[C@@H]1COC(=O)O1.C[C@@H]1COC(=O)O1.C[C@@H]1COC(=O)O1.C[C@@H]1COC(=O)O1.C[C@@H]1COC(=O)O1.C[C@@H]1COC(=O)O1
F_max, eV/Å: 5.33



6.
2 unconnected molecules or ions with the total composition C2H6NOS at a distorted geometry, computed with wB97M-V/def2-TZVPD.

```
! wB97M-V def2-TZVPD RIJCOSX def2/J DEFGRID3
* xyz 1 1
C -1.6970 -0.1208 -0.2719
C -0.3592 0.6672 -0.4532
N 0.7213 0.0855 0.5729
O -4.0773 -0.7211 -0.0163
S -3.2426 0.4484 -0.0493
H -1.7600 -1.7357 -0.7971
H -0.5773 1.7225 -0.1254
H 0.0485 0.6101 -1.5278
H 1.6785 -0.3107 0.4101
H 0.2414 -0.6680 1.1751
H 1.0417 0.6980 1.3142
*
```

Orbital gap, Eh: 0.3265
E_HOMO, eV: -13.872
Energy relative to the best compared isomer or geometry (same formula, charge and spin), kcal per mole: 82.3
F_max, eV/Å: 4.74



7.
2 unconnected molecules or ions with the total composition C2H7N at a distorted geometry, computed with wB97M-V/def2-TZVPD.

```
! wB97M-V def2-TZVPD RIJCOSX def2/J DEFGRID3
* xyz -1 2
N -2.1945 -0.2846 -1.6203
H -1.3187 -0.8304 -1.6520
H -2.9040 -0.9004 -1.9245
H -2.3409 0.2698 -0.6944
C 0.9337 0.3968 0.6514
C 1.9713 0.3801 1.4364
H 0.7428 1.1164 -0.2176
H 0.2711 -0.4310 0.6952
H 2.9199 0.3721 0.9789
H 1.9193 -0.0887 2.3469
*
```

Orbital gap (spin up / spin down), Eh: 0.1140 / 0.2428
E_HOMO (spin up / spin down), eV: 1.289 / -2.369
Energy relative to the best compared isomer or geometry (same formula, charge and spin), kcal per mole: 33.5
F_max, eV/Å: 6.40



8.
2 unconnected molecules or ions with the total composition C3H7ClS at a distorted geometry, computed with wB97M-V/def2-TZVPD.

```
! wB97M-V def2-TZVPD RIJCOSX def2/J DEFGRID3
* xyz 0 1
C 1.8339 0.8896 1.3301
C -2.2760 -0.1366 -1.1351
C 1.1234 0.3425 0.1126
S 1.7323 -1.3508 -0.1321
Cl -2.3539 -0.9393 0.4740
H 2.1234 1.8473 0.8852
H 2.7031 0.2215 1.6061
H 1.0613 1.0192 2.0921
H -2.6481 -1.0576 -1.7798
H -1.1864 0.1926 -1.2708
H -3.1054 0.7070 -1.0889
H 0.9924 -1.7353 -1.0935
*
```

Orbital gap, Eh: 0.3257
E_HOMO, eV: -8.923
Energy relative to the best compared isomer or geometry (same formula, charge and spin), kcal per mole: 83.6
F_max, eV/Å: 3.59



Which value of F_max does entry 3 give? 1.57 eV/Å